Record 1
Formula: C15H25N4O6
Source: the OMol25 dataset
Level of theory: ωB97M-V with the def2-TZVPD basis set

## Properties
charge	-1
M	357.4	g/mol
electronic energy	-1257.0334	hartree

The geometry in XYZ format:
```
50
C15H25N4O6 (ωB97M-V with the def2-TZVPD basis set)
C 1.12 -2.30 3.63
C 0.47 -0.99 3.30
C -0.93 -0.87 3.21
C -1.53 0.43 3.44
O -0.85 1.46 3.66
N -2.91 0.55 3.55
C -3.51 1.84 3.77
C -3.87 -0.53 3.52
N 1.19 0.13 3.15
N 2.43 0.13 3.42
C 3.06 1.35 2.97
N 4.40 1.17 3.16
O 2.53 2.33 2.49
H 0.38 -3.09 3.76
H 1.80 -2.60 2.82
H 1.71 -2.23 4.56
H -1.52 -1.77 3.36
H -2.73 2.61 3.81
H -4.20 2.07 2.94
H -4.10 1.86 4.69
H -3.37 -1.50 3.40
H -4.47 -0.55 4.45
H -4.57 -0.39 2.68
H 4.68 0.37 3.71
H 4.99 1.97 3.08
C -4.63 0.66 -1.95
C -4.64 -0.60 -1.14
O -3.27 -0.98 -0.84
C -3.15 -1.83 0.20
C -1.72 -2.11 0.42
C -0.80 -1.65 -0.61
C -1.36 -3.35 1.11
O -0.20 -3.77 1.21
O -2.41 -4.03 1.60
C -2.01 -5.17 2.39
C -3.27 -5.88 2.79
O -4.11 -2.29 0.81
H -5.66 1.02 -2.08
H -4.05 1.45 -1.45
H -4.20 0.51 -2.95
H -5.17 -0.44 -0.19
H -5.14 -1.42 -1.68
H 0.12 -2.23 -0.50
H -1.25 -1.89 -1.59
H -0.59 -0.57 -0.58
H -1.34 -5.84 1.82
H -1.48 -4.79 3.28
H -3.05 -6.61 3.58
H -4.04 -5.20 3.15
H -3.69 -6.43 1.94
```

Here are the Mulliken charges for atoms 1 to 5, given in e: C -0.98; C 0.32; C 0.07; C 0.65; O -0.72


Record 2
Formula: C31H30N4O4PV
Source: the OMol25 dataset
Level of theory: ωB97M-V with the def2-TZVPD basis set

## Properties
charge	+2
M	604.5	g/mol
energy above the lowest of the compared OMol25 structures with the same formula, charge and spin	63.0	kJ/mol
electronic energy	-3004.0317	hartree

The geometry in XYZ format:
```
71
C31H30N4O4PV (ωB97M-V with the def2-TZVPD basis set)
V 0.50 0.97 -1.10
O -1.04 1.29 -1.33
C -1.98 2.21 -1.37
C -3.33 1.91 -1.53
C -4.26 2.94 -1.60
C -3.84 4.26 -1.53
C -2.50 4.57 -1.36
C -1.55 3.55 -1.26
C -0.14 3.84 -1.08
N 0.73 2.94 -0.81
N 2.03 3.27 -0.73
C 2.80 2.24 -0.86
O 2.23 1.06 -1.07
C 4.24 2.39 -0.80
C 5.06 1.32 -0.43
C 6.43 1.50 -0.35
C 6.99 2.73 -0.64
C 6.18 3.79 -1.02
C 4.82 3.63 -1.09
H -3.65 0.88 -1.58
H -5.31 2.71 -1.71
H -4.57 5.06 -1.60
H -2.19 5.60 -1.30
H 0.18 4.88 -1.19
H 4.62 0.38 -0.14
H 7.06 0.67 -0.05
H 8.06 2.87 -0.56
H 6.63 4.75 -1.25
H 4.18 4.46 -1.38
C 0.40 -0.10 0.37
C -0.11 -0.98 1.30
C -1.02 -1.63 2.01
C -0.69 -2.79 2.85
C -0.08 -3.91 2.29
C 0.14 -5.04 3.06
C -0.24 -5.06 4.40
C -0.82 -3.93 4.96
C -1.05 -2.81 4.20
C -2.41 -1.15 1.95
C -2.70 0.14 1.50
C -4.00 0.60 1.49
C -5.03 -0.21 1.94
C -4.76 -1.50 2.36
C -3.46 -1.97 2.36
H 0.17 -3.92 1.24
H 0.60 -5.91 2.63
H -0.10 -5.94 4.99
H -1.10 -3.94 6.00
H -1.49 -1.93 4.64
H -1.89 0.81 1.19
H -4.21 1.61 1.16
H -6.04 0.17 1.96
H -5.56 -2.14 2.69
H -3.26 -2.98 2.69
N -1.76 -1.28 -3.33
C -1.05 -1.91 -2.19
P 0.62 -1.01 -2.28
O 1.29 -0.93 0.99
O 0.80 -0.88 -3.75
C 1.81 -2.34 -1.64
N 3.10 -1.62 -1.48
H -2.19 -0.39 -3.06
H -2.46 -1.87 -3.78
H -0.95 -1.06 -3.99
H -0.92 -2.98 -2.39
H -1.57 -1.75 -1.24
H 1.92 -3.15 -2.36
H 1.48 -2.72 -0.67
H 3.81 -2.17 -0.99
H 2.92 -0.71 -0.98
H 3.45 -1.37 -2.42
```

Here are the Mulliken charges for atoms 1 to 5, given in e: V 0.05; O -0.44; C 0.87; C -0.50; C -0.78


Record 3
Formula: C34H66BClNO11S
Source: the OMol25 dataset
Level of theory: ωB97M-V with the def2-TZVPD basis set

## Properties
charge	-1
M	743.2	g/mol
electronic energy	-3100.5827	hartree

The geometry in XYZ format:
```
115
C34H66BClNO11S (ωB97M-V with the def2-TZVPD basis set)
C -0.32 -0.75 1.70
C -1.84 -1.21 2.09
O -2.67 -1.28 0.92
C -3.96 -0.65 1.12
C -4.03 0.85 0.53
O -3.90 0.90 -0.90
C -2.91 1.86 -1.32
O -3.11 3.25 -1.01
B -2.07 3.91 -1.84
S -2.79 5.28 -3.00
C -0.96 4.76 -0.97
C 0.41 5.07 -1.73
C 1.22 6.15 -0.81
C 2.56 5.51 -0.16
O 2.17 4.24 0.44
C 1.57 4.46 1.71
O 2.25 4.62 2.75
O -1.57 2.94 -2.86
C -2.17 1.62 -2.77
C -1.10 0.49 -2.38
C -0.47 -0.31 -3.59
O -1.15 -1.14 -4.29
N 0.99 -0.20 -3.97
C 1.64 -1.22 -3.06
C 1.52 1.16 -3.69
C -3.41 1.26 -3.72
Cl -4.83 2.42 -3.57
C -3.08 1.11 -5.28
C -1.84 1.96 -5.81
H 0.46 -1.42 2.21
H -0.25 -0.83 0.57
H -0.12 0.31 2.10
H -2.19 -0.48 2.88
H -1.71 -2.22 2.62
H -4.75 -1.32 0.63
H -4.23 -0.60 2.23
H -3.28 1.48 1.10
H -5.08 1.24 0.82
H -2.03 1.60 -0.61
H -3.89 5.86 -2.41
H -1.45 5.78 -0.74
H -0.79 4.28 0.07
H 0.18 5.63 -2.70
H 1.02 4.13 -1.89
H 0.59 6.51 0.07
H 1.49 7.06 -1.46
H 2.97 6.27 0.59
H 3.36 5.35 -0.98
H 0.43 4.53 1.84
H -1.68 -0.28 -1.74
H -0.29 0.89 -1.67
H 1.85 -2.16 -3.70
H 2.56 -0.82 -2.53
H 0.87 -1.57 -2.27
H 1.04 2.00 -4.29
H 1.54 1.45 -2.58
H 2.63 1.15 -4.02
H -3.80 0.24 -3.37
H -2.99 0.02 -5.62
H -4.00 1.51 -5.84
H -1.57 1.66 -6.89
H -0.90 1.85 -5.17
H -2.10 3.08 -5.85
C 8.00 5.54 0.63
C 7.01 4.66 1.36
C 5.72 4.95 0.61
O 6.09 5.26 -0.75
C 7.51 5.45 -0.80
H 9.04 5.23 0.75
H 7.91 6.58 0.99
H 7.29 3.61 1.24
H 6.93 4.88 2.43
H 5.21 5.82 1.02
H 5.04 4.10 0.61
H 7.95 4.58 -1.31
H 7.74 6.34 -1.39
C 0.85 -3.47 -7.95
C -0.20 -2.39 -7.79
C 0.53 -1.36 -6.96
O 1.92 -1.46 -7.31
C 2.12 -2.65 -8.08
H 0.68 -4.12 -8.81
H 0.89 -4.09 -7.05
H -0.46 -1.97 -8.77
H -1.12 -2.74 -7.32
H 0.44 -1.56 -5.89
H 0.18 -0.34 -7.14
H 2.30 -2.35 -9.12
H 3.00 -3.18 -7.71
C -2.48 -3.57 7.44
C -1.12 -2.94 7.22
C -0.82 -3.33 5.79
O -2.08 -3.44 5.11
C -3.13 -3.40 6.08
H -3.05 -3.11 8.25
H -2.36 -4.63 7.67
H -1.21 -1.85 7.30
H -0.36 -3.27 7.93
H -0.33 -4.31 5.75
H -0.18 -2.61 5.28
H -3.63 -2.43 6.00
H -3.86 -4.19 5.86
C -2.14 -9.27 8.19
C -0.63 -9.23 8.29
C -0.28 -8.15 7.29
O -1.39 -7.23 7.27
C -2.49 -7.81 7.97
H -2.63 -9.70 9.07
H -2.44 -9.86 7.32
H -0.34 -8.91 9.30
H -0.15 -10.18 8.08
H -0.17 -8.56 6.28
H 0.63 -7.61 7.55
H -2.60 -7.29 8.93
H -3.41 -7.68 7.39
```

Here are the Mulliken charges for atoms 1 to 5, given in e: C -0.58; C -0.04; O -0.34; C -0.67; C -0.22